1.
This record from the OMol25 dataset describes a cluster of 2 separate species, C2H13N6 in total. The level of theory is wB97M-V/def2-TZVPD.

Geometry as XYZ:
```
21
Properties=species:S:1:pos:R:3:mulliken_charge:R:1
C -1.4675 0.0226 -0.0862 0.99
C 0.1066 -0.1814 0.0359 -0.20
N -2.0173 -0.6293 1.0072 -0.54
N -1.5812 1.6114 0.0069 -0.77
N -1.7981 -0.6511 -1.2594 -0.61
N 0.4277 -1.4711 -0.0142 -0.26
N 0.8759 0.8638 0.2302 -0.20
N 3.6080 0.1675 0.1470 -0.92
H -2.2893 -0.0175 1.8395 0.25
H -2.7823 -1.2434 0.7797 0.23
H -2.2655 1.7879 0.8834 0.26
H -2.0210 1.9071 -0.8523 0.23
H -1.1899 -0.3578 -2.0735 0.24
H -2.7172 -0.6217 -1.5725 0.23
H 1.2896 -2.0093 0.1271 0.24
H -0.4364 -1.9967 -0.0756 0.24
H 0.2896 1.7292 0.4010 0.37
H 1.9285 0.7112 0.4013 0.41
H 3.7261 0.1177 -0.8703 0.28
H 4.2569 -0.6909 0.4613 0.29
H 4.0568 0.9520 0.4836 0.26
```

Computed properties:
Kohn-Sham gap   10.89 eV
Net charge   +1
Energy above the lowest of the compared OMol25 structures with the same formula, charge and spin   14.4 kcal per mole

***

2.
This record from the OMol25 dataset describes a cluster of 4 separate species, C2H13NO3 in total. The level of theory is wB97M-V/def2-TZVPD.

Geometry as XYZ:
```
19
Properties=species:S:1:pos:R:3:mulliken_charge:R:1
C 2.9927 -0.0041 0.0838 -0.70
N 2.4586 0.6429 -1.1608 -0.35
C 2.1094 2.0412 -1.0915 -0.79
H 2.3500 -0.8107 0.4279 0.22
H 2.9942 0.7771 0.8433 0.26
H 3.9835 -0.3647 -0.1711 0.31
H 3.1086 0.3935 -1.8911 0.22
H 2.6625 2.5680 -0.2932 0.30
H 2.3950 2.6212 -1.9682 0.31
H 1.0525 2.1824 -0.8720 0.24
O -2.8923 -1.9593 -0.8834 -0.64
H -2.7756 -2.7044 -1.5026 0.30
H -1.9663 -1.6556 -0.8283 0.36
O 0.0334 -0.7025 -1.1690 -0.69
H 0.2723 -1.5759 -1.5065 0.31
H 0.8504 -0.1536 -1.2741 0.35
O -3.9781 0.4533 4.0021 -0.64
H -4.4444 -0.1739 3.4353 0.33
H -3.0871 0.1031 4.1184 0.32
```

Computed properties:
Structure (SMILES)   CNC.O.O.O
Kohn-Sham gap   10.22 eV
Energy above the lowest of the compared OMol25 structures with the same formula, charge and spin   31.1 kcal per mole

***

3.
This record from the OMol25 dataset describes a cluster of 5 separate species, C2H13NO4 in total. The level of theory is wB97M-V/def2-TZVPD.

Geometry as XYZ:
```
20
Properties=species:S:1:pos:R:3:mulliken_charge:R:1
C -1.9439 0.0956 -0.3529 -0.92
C -1.5686 0.8516 0.6703 0.07
N -0.6790 1.9306 0.5658 -0.41
H -1.8082 0.3493 -1.3969 0.20
H -2.5326 -0.7891 -0.1698 0.31
H -1.7820 0.5772 1.6900 0.27
H -0.6413 2.3636 -0.3484 0.23
H -0.7995 2.6076 1.3036 0.22
O 2.5689 1.2921 -2.6104 -0.67
H 1.8177 0.8876 -3.0498 0.30
H 2.5271 1.0515 -1.6584 0.40
O -2.5620 -3.0050 1.2592 -0.64
H -2.2301 -2.7993 0.3830 0.33
H -1.8240 -3.2150 1.8338 0.31
O 0.3430 -2.0756 0.6312 -0.60
H 0.2599 -1.1935 0.2450 0.32
H 1.2011 -2.0106 1.0679 0.31
O 2.8392 1.1919 0.0063 -0.72
H 3.7201 1.5426 -0.1739 0.34
H 2.2994 1.9278 0.3143 0.34
```

Computed properties:
Structure (SMILES)   C=CN.O.O.O.O
Kohn-Sham gap   9.25 eV
Energy above the lowest of the compared OMol25 structures with the same formula, charge and spin   24.8 kcal per mole

***

4.
This record from the OMol25 dataset describes a cluster of 4 separate species, C2H13NO4 in total. The level of theory is wB97M-V/def2-TZVPD.

Geometry as XYZ:
```
20
Properties=species:S:1:pos:R:3:mulliken_charge:R:1
C 1.2237 -1.0544 -0.1711 -0.88
N 1.4101 -2.1229 0.6924 -0.30
C 0.2295 -2.8397 1.1245 -0.29
O -0.7810 -1.9814 1.7936 -0.54
H 0.4964 -1.2564 -0.9581 0.34
H 2.1165 -0.9171 -0.7945 0.30
H 1.0504 0.0036 0.3568 0.22
H 1.8348 -1.6626 1.4817 0.27
H -0.2674 -3.3844 0.3641 0.33
H 0.5999 -3.4573 2.0491 0.24
H -1.1631 -1.3392 1.1496 0.38
O -1.4818 2.3346 -2.2567 -0.63
H -0.9451 2.2083 -3.0625 0.29
H -0.9657 2.6793 -1.4862 0.37
O -1.8937 0.4137 0.5587 -0.67
H -2.5614 1.0086 0.2082 0.29
H -1.9664 0.4944 1.5344 0.32
O 0.9091 3.3843 -1.1151 -0.65
H 1.6609 3.2998 -0.5010 0.31
H 0.4943 4.1890 -0.9678 0.31
```

Computed properties:
Structure (SMILES)   CNCO.O.O.O
Kohn-Sham gap   9.26 eV
Energy above the lowest of the compared OMol25 structures with the same formula, charge and spin   40.6 kcal per mole

***

5.
This record from the OMol25 dataset describes a structure of composition C2H13O5. The level of theory is wB97M-V/def2-TZVPD.

Geometry as XYZ:
```
20
Properties=species:S:1:pos:R:3:mulliken_charge:R:1
C -3.5630 -0.6960 -0.6195 -0.14
O -4.8325 -0.6612 -1.2533 -0.53
C -3.2824 -2.0489 -0.0081 -1.06
H -3.6124 0.0410 0.1555 0.26
H -2.7687 -0.4005 -1.2901 0.24
H -4.1937 -2.3860 0.4905 0.31
H -2.4677 -2.0890 0.7082 0.35
H -3.1526 -2.7959 -0.8126 0.28
H 2.6894 2.6831 0.0331 0.22
H 4.0575 0.5244 0.0950 0.43
O 2.8712 1.8022 0.3713 -1.06
H 3.1079 2.2176 1.5299 0.45
H 3.5343 2.2671 3.1790 0.22
O 3.2100 2.8695 2.5082 -0.87
H 1.5075 -0.4417 -1.1149 0.27
H 4.5742 -0.2372 -1.1426 0.27
O 4.6575 -0.2120 -0.1856 -0.69
H -4.9199 -1.4091 -1.8485 0.29
H 1.6165 0.8152 -0.1963 0.46
O 0.9669 0.1574 -0.5992 -0.70
```

Computed properties:
Kohn-Sham gap   7.77 eV
Net charge   -1
Energy above the lowest of the compared OMol25 structures with the same formula, charge and spin   16.6 kcal per mole

***

6.
This record from the OMol25 dataset describes a cluster of 5 separate species, C2H14N2O4 in total. The level of theory is wB97M-V/def2-TZVPD.

Geometry as XYZ:
```
22
Properties=species:S:1:pos:R:3:mulliken_charge:R:1
N 1.9149 -2.5566 -0.3154 -0.57
C 0.4532 -2.0761 -0.4469 -0.12
C -0.0268 -2.1389 -1.7640 -0.07
N -1.4549 -2.1561 -1.9461 -0.42
H 2.5056 -2.4095 -1.1602 0.20
H 2.3353 -2.1869 0.4358 0.25
H -0.0166 -2.0857 0.4998 0.15
H 0.6264 -2.0252 -2.6490 0.24
H -1.9663 -2.0070 -1.0840 0.16
H -1.7852 -1.9400 -2.8347 0.19
O -2.1987 0.1245 1.0163 -0.58
H -2.1818 -0.8406 1.2204 0.28
H -3.1142 0.1373 1.2528 0.31
O 2.2402 1.3974 1.1207 -0.64
H 1.3900 1.5289 1.5117 0.32
H 2.3150 1.5507 0.1699 0.32
O -0.6676 2.7871 2.0631 -0.55
H -0.8806 2.2580 1.4072 0.30
H -1.3609 3.0685 2.5530 0.25
O 0.8844 2.9141 -0.4097 -0.66
H 0.8320 3.6908 0.3566 0.36
H 0.1567 2.9653 -0.9974 0.28
```

Computed properties:
Structure (SMILES)   N/C=C/N.O.O.O.O
Kohn-Sham gap   7.17 eV
Energy above the lowest of the compared OMol25 structures with the same formula, charge and spin   81.8 kcal per mole

***

7.
This record from the OMol25 dataset describes a cluster of 4 separate species, C2H14NO3 in total. The level of theory is wB97M-V/def2-TZVPD.

Geometry as XYZ:
```
20
Properties=species:S:1:pos:R:3:mulliken_charge:R:1
C 0.4255 0.4368 2.6851 -1.20
C -0.1092 0.8840 1.3264 -0.25
N 0.8283 1.9663 0.8363 -0.34
H -0.0144 -0.5453 2.9153 0.35
H 1.5136 0.2534 2.7474 0.37
H 0.0136 1.0531 3.4668 0.35
H 0.0178 0.0060 0.6648 0.25
H -1.1496 1.2533 1.2839 0.35
H 1.6949 1.6088 0.4107 0.36
H 0.9780 2.7683 1.4770 0.36
H 0.3778 2.3982 -0.0073 0.36
H -0.9368 -1.5620 -3.4174 0.32
H 0.4165 -1.8748 -3.9331 0.32
O -0.0828 -1.1369 -3.5601 -0.66
H 1.5391 1.4320 -2.7010 0.31
H 0.4798 0.3871 -2.2433 0.36
O 0.9729 1.1725 -1.9685 -0.63
H -3.0559 -3.4188 0.0858 0.32
H -1.7828 -3.8929 -0.3195 0.32
O -2.1264 -3.1892 0.2506 -0.63
```

Computed properties:
Kohn-Sham gap   11.24 eV
Net charge   +1
Energy above the lowest of the compared OMol25 structures with the same formula, charge and spin   21.6 kcal per mole

***

8.
This record from the OMol25 dataset describes a cluster of 4 separate species, C2H14NO3 in total. The level of theory is wB97M-V/def2-TZVPD.

Geometry as XYZ:
```
20
Properties=species:S:1:pos:R:3:mulliken_charge:R:1
C -1.7579 -0.2520 1.0354 -0.79
N -0.7725 -0.0204 -0.0672 -0.01
C 0.0038 -1.2472 -0.4080 -1.03
H -1.4177 -1.0626 1.6659 0.33
H -2.7023 -0.5849 0.6159 0.31
H -1.8936 0.6518 1.6033 0.34
H -1.3312 0.2494 -0.8867 0.40
H -0.1168 0.7511 0.2003 0.32
H 0.6430 -1.0391 -1.2501 0.35
H 0.4745 -1.5985 0.4932 0.39
H -0.7274 -2.0015 -0.7119 0.42
H -2.8238 -1.8244 -2.1405 0.33
H -2.6477 -0.9509 -3.3237 0.31
O -2.1358 -1.3073 -2.5830 -0.62
H 0.8972 2.7247 1.0327 0.32
H 1.9388 1.7891 0.4380 0.31
O 0.9859 1.9603 0.4441 -0.67
H 4.2246 0.9917 1.3052 0.33
H 3.5228 -0.0414 2.1726 0.31
O 3.3576 0.7689 1.6766 -0.64
```

Computed properties:
Kohn-Sham gap   12.43 eV
Net charge   +1
Energy above the lowest of the compared OMol25 structures with the same formula, charge and spin   11.4 kcal per mole

***

9.
This record from the OMol25 dataset describes a cluster of 5 separate species, C2H14NO4 in total. The level of theory is wB97M-V/def2-TZVPD.

Geometry as XYZ:
```
21
Properties=species:S:1:pos:R:3:mulliken_charge:R:1
C 1.1243 1.7227 -0.2842 -0.77
C -0.0347 -0.2844 -1.0866 -0.37
N 0.0253 0.7274 -0.3156 0.14
H 1.2150 1.9735 0.7775 0.34
H 0.9233 2.5990 -0.8954 0.32
H 2.0060 1.1588 -0.6195 0.29
H 0.9104 -0.5880 -1.5376 0.33
H -0.8698 -0.9489 -1.2597 0.35
H -0.8359 0.8749 0.2183 0.32
H 0.1311 -1.5212 4.1588 0.32
H -0.1940 -0.0517 4.2205 0.31
O 0.4507 -0.6667 3.8652 -0.63
H 0.7258 -0.6585 -4.0045 0.33
H -0.6908 -0.0767 -4.2724 0.31
O 0.0527 -0.0624 -3.6625 -0.62
H 0.8663 -1.7628 1.4880 0.28
H 2.1988 -1.7428 0.8650 0.30
O 1.2822 -1.5377 0.6444 -0.54
H -3.2251 0.1373 -0.1827 0.32
H -3.2748 0.1602 1.3078 0.33
O -2.7869 0.5480 0.5756 -0.67
```

Computed properties:
Kohn-Sham gap   11.52 eV
Net charge   +1
Energy above the lowest of the compared OMol25 structures with the same formula, charge and spin   23.6 kcal per mole

***

10.
This record from the OMol25 dataset describes a cluster of 4 separate species, C2H14NO4 in total. The level of theory is wB97M-V/def2-TZVPD.

Geometry as XYZ:
```
21
Properties=species:S:1:pos:R:3:mulliken_charge:R:1
C -0.9843 -1.0911 1.1773 -0.28
O -2.2317 -1.7497 1.0299 -0.52
C -0.6512 -0.5438 -0.2140 -0.45
N 0.6358 -1.1206 -0.8187 -0.24
H -0.2535 -1.8561 1.4763 0.25
H -1.0649 -0.2808 1.8963 0.29
H -2.6354 -1.9616 1.8758 0.31
H -1.4569 -0.9044 -0.8363 0.24
H -0.5497 0.5325 -0.1830 0.34
H 0.4741 -1.6829 -1.6661 0.33
H 1.0781 -1.7521 -0.1489 0.37
H 1.1807 -0.2651 -0.8893 0.35
H -1.5536 -2.3740 -3.5354 0.31
H -0.2793 -1.6804 -4.0641 0.31
O -0.8010 -1.8310 -3.2685 -0.64
H 1.3836 4.6022 0.6493 0.31
H 2.7922 4.4910 1.2767 0.31
O 2.0301 3.9763 0.9946 -0.64
H 0.7029 1.5666 2.4510 0.29
H 1.3801 2.3463 1.3015 0.36
O 0.8038 1.5786 1.4955 -0.61
```

Computed properties:
Kohn-Sham gap   11.21 eV
Net charge   +1
Energy above the lowest of the compared OMol25 structures with the same formula, charge and spin   11.7 kcal per mole

***

11.
This record from the OMol25 dataset describes a cluster of 5 separate species, C2H14NO5 in total. The level of theory is wB97M-V/def2-TZVPD.

Geometry as XYZ:
```
22
Properties=species:S:1:pos:R:3:lowdin_spin:R:1
C 0.6998 0.8170 -1.8112 0.05
N 0.2676 0.2102 -0.5792 0.46
C -1.0456 0.8208 0.1656 0.05
O -1.6880 -0.1719 0.7121 0.31
H 1.7810 0.9080 -1.7218 0.03
H 0.4079 1.8575 -2.0023 0.01
H 0.4028 0.3132 -2.7323 0.00
H -0.0081 -0.7338 -0.8400 0.01
H -1.6026 1.1909 -0.7085 0.04
H -0.5650 1.4340 0.9196 0.00
H -0.7041 -0.7870 1.8374 0.00
H -0.5925 -0.8675 3.2731 0.00
O -0.0011 -1.0175 2.5220 0.01
H 0.9374 -1.5840 0.2509 0.00
H 1.5516 -1.6013 1.5461 0.00
O 1.7440 -1.9274 0.6478 0.02
H 2.3374 0.6280 0.6598 0.00
H 1.5941 1.8661 0.5942 0.00
O 2.4855 1.5812 0.8259 0.01
H -3.1139 -0.5887 -1.7024 0.00
H -2.3360 -1.0277 -0.4629 0.00
O -2.5523 -1.3199 -1.3936 0.00
```

Computed properties:
Expectation value of S²   0.76
Kohn-Sham gap (spin up / spin down)   11.37 / 6.89 eV
Energy above the lowest of the compared OMol25 structures with the same formula, charge and spin   24.6 kcal per mole
Spin multiplicity   2

***

12.
This record from the OMol25 dataset describes a cluster of 5 separate species, C2H14O4S in total. The level of theory is wB97M-V/def2-TZVPD.

Geometry as XYZ:
```
21
Properties=species:S:1:pos:R:3:lowdin_spin:R:1
C -1.9671 2.5333 1.0824 0.10
C -2.0904 1.0510 0.7220 0.13
S -2.8354 0.8769 -0.9243 0.18
H -1.9508 2.7463 2.1459 0.01
H -2.7957 3.0412 0.5825 0.01
H -1.0560 2.9288 0.6242 0.03
H -1.1487 0.4955 0.7477 0.05
H -2.6874 0.5344 1.4807 0.02
H -2.7547 -0.4508 -1.0712 0.07
H 3.8611 -5.7000 1.7895 0.00
H 2.4765 -5.0711 1.9270 0.01
O 3.0422 -5.7554 2.2713 0.02
H -1.1302 1.7628 -2.4127 0.01
H -0.7058 1.4155 -3.8587 0.02
O -0.3736 1.7455 -3.0358 0.04
H 3.8128 -0.5710 1.6182 0.02
H 2.7737 -0.0571 0.7126 0.04
O 3.0308 -0.8923 1.1328 0.11
H 0.8811 0.4012 -2.2913 0.02
H 0.5663 -0.5198 -1.2036 0.04
O 1.0513 -0.5148 -2.0389 0.07
```

Computed properties:
Expectation value of S²   0.75
Kohn-Sham gap (spin up / spin down)   2.40 / 9.15 eV
Net charge   -1
Energy above the lowest of the compared OMol25 structures with the same formula, charge and spin   10.2 kcal per mole
Spin multiplicity   2